DFT (ωB97M-V with the def2-TZVPD basis set) results for a molecular structure, C10H16ClI2NOPTb.

Positions of all 33 atoms, in Å:
Tb -0.46106 0.16235 -0.82972
I 2.20405 -1.44915 -0.29453
I 1.81309 2.00655 0.29885
Cl -2.54087 -0.03618 -2.15919
P 1.64910 0.78084 -2.98107
O 2.64933 -0.33372 3.61226
N -1.34397 -0.20654 1.33423
C 1.36984 2.33609 -3.92083
C -2.37580 -1.09124 1.25677
C -1.57662 -0.22633 3.73222
C -3.46441 -1.46233 4.87056
C 3.46376 0.92170 -2.70900
C -3.06406 -1.51128 2.37939
C 1.64731 -0.38680 -4.39984
C -2.67279 -1.07482 3.65011
C 2.21017 -0.27445 2.57072
C -0.92472 0.15630 2.57713
H -2.65435 -1.40680 0.24965
H 3.63849 1.71785 -1.98454
H -3.06195 -0.96927 5.75663
H -3.46051 -2.54469 5.04933
H 1.93920 2.30823 -4.85837
H -3.93982 -2.15214 2.26317
H 3.97318 1.16829 -3.64769
H -0.05458 0.82049 2.61144
H 1.71460 3.18813 -3.32471
H 0.30416 2.44357 -4.15307
H 2.19642 -1.29471 -4.12251
H -1.25273 0.15865 4.68274
H 3.83048 -0.03414 -2.33238
H 0.61489 -0.63804 -4.66638
H 2.13952 0.07783 -5.26266
H -4.50935 -1.15424 4.75131

Spin multiplicity: 7
<S²>: 12.935
Kohn-Sham gap (spin up / spin down) in eV: 7.8 / 5.3
Total charge: +2
ΔE to the lowest compared entry with this formula, charge and spin in kJ/mol: 283.2
Strongest force on any atom in eV/Å: 2.3